(1)
Density functional theory data (ωB97M-V/def2-TZVPD) for C25H24AsMnN3O10S2Si as an isolated structure at a distorted geometry.

Element x y z (Å)
Mn 0.645 0.408 -0.330
O 3.351 2.654 1.132
As 3.853 1.570 -0.160
O 5.414 1.142 0.079
O 2.705 0.363 -0.332
C 3.781 2.684 -1.760
C 5.032 2.976 -2.297
C 5.147 3.700 -3.477
C 4.008 4.138 -4.130
C 2.755 3.858 -3.602
C 2.641 3.134 -2.421
S 0.968 2.763 -1.876
O 0.719 1.394 -2.336
O 0.150 3.784 -2.476
O 0.992 2.753 -0.402
H 2.407 2.827 0.993
H 5.905 2.608 -1.773
H 6.128 3.914 -3.886
H 4.088 4.699 -5.054
H 1.852 4.203 -4.085
C -5.171 0.424 -1.887
Si -4.338 0.200 -0.217
C -4.893 -1.457 0.476
C -5.021 1.530 0.923
C -2.571 0.295 -0.344
C -1.342 0.368 -0.366
H -6.261 0.370 -1.811
H -4.833 -0.344 -2.585
H -4.898 1.394 -2.308
H -5.982 -1.527 0.558
H -4.457 -1.601 1.466
H -4.538 -2.271 -0.159
H -6.113 1.497 0.980
H -4.721 2.518 0.568
H -4.615 1.405 1.929
N 2.519 -0.641 2.159
C 1.439 0.022 2.574
N 0.697 0.789 1.819
C -0.308 1.398 2.561
C -1.246 2.294 2.059
C -2.185 2.827 2.924
C -2.208 2.483 4.277
C -1.273 1.596 4.787
C -0.330 1.067 3.918
S 0.968 -0.044 4.265
H 2.714 -0.607 1.148
H 2.877 -1.390 2.721
H -1.230 2.539 1.007
H -2.926 3.515 2.537
H -2.958 2.908 4.933
H -1.276 1.327 5.835
O 0.071 -2.306 1.821
C 0.419 -2.448 0.650
O 0.711 -1.601 -0.236
C 0.562 -3.912 0.161
C 0.346 -4.954 1.052
C 0.462 -6.282 0.658
C 0.795 -6.587 -0.653
C 1.002 -5.532 -1.523
C 0.899 -4.207 -1.158
N 1.359 -5.864 -2.943
O 1.432 -7.047 -3.244
O 1.551 -4.946 -3.711
H 0.078 -4.681 2.065
H 0.291 -7.082 1.367
H 0.892 -7.604 -1.002
H 1.071 -3.402 -1.857

Its total energy is -172968.219 eV. Its multiplicity is 2. As for the total charge: -2.

(2)
Density functional theory data (ωB97M-V/def2-TZVPD) for a 3-piece molecular cluster, C16H36ClN2O4 overall at a distorted geometry.

Element x y z (Å)
C 3.169 -8.964 16.184
C 3.010 -10.347 16.920
C 3.471 -11.486 15.990
N 3.173 -12.960 16.503
C 4.271 -13.474 17.285
C 3.017 -13.798 15.272
C 1.588 -13.443 14.787
C 0.866 -12.929 16.032
C 1.792 -13.131 17.197
H 2.720 -9.030 15.210
H 4.262 -8.861 16.003
H 2.750 -8.154 16.730
H 1.951 -10.624 17.287
H 3.603 -10.234 17.840
H 4.501 -11.523 15.711
H 2.846 -11.412 15.102
H 4.063 -14.509 17.549
H 4.482 -12.874 18.092
H 5.142 -13.410 16.610
H 3.091 -14.887 15.598
H 3.839 -13.644 14.576
H 1.019 -14.315 14.488
H 1.617 -12.723 13.905
H -0.030 -13.504 16.151
H 0.436 -11.912 15.915
H 1.856 -14.156 17.593
H 1.566 -12.428 17.978
C 2.662 -9.135 11.258
C 4.009 -8.991 10.515
C 4.537 -10.339 9.993
N 5.704 -10.395 9.130
C 6.003 -11.888 8.810
C 6.856 -9.876 9.966
C 7.753 -9.275 8.873
C 6.747 -8.530 7.992
C 5.616 -9.588 7.963
H 2.488 -8.161 11.736
H 2.796 -9.870 12.114
H 1.853 -9.455 10.601
H 4.668 -8.551 11.221
H 3.877 -8.235 9.699
H 3.722 -10.850 9.450
H 4.816 -10.908 10.866
H 6.827 -11.932 8.150
H 5.148 -12.300 8.208
H 6.122 -12.402 9.801
H 7.209 -10.576 10.621
H 6.515 -9.072 10.596
H 8.152 -10.111 8.331
H 8.533 -8.640 9.304
H 7.072 -8.229 7.003
H 6.371 -7.642 8.599
H 5.783 -10.257 7.121
H 4.597 -9.178 7.911
Cl 6.049 -11.079 13.193
O 4.598 -10.797 13.265
O 6.450 -11.718 14.471
O 6.283 -11.999 12.112
O 6.726 -9.836 13.001

Its total energy is -40854.150 eV. The value obtained for the energy above the lowest of the compared OMol25 structures with the same formula, charge and spin is 0.0 kcal/mol. Its multiplicity is 1. As for the total charge: +1.

(3)
Density functional theory data (ωB97M-V/def2-TZVPD) for a 2-piece molecular cluster, C2H10N2P overall at a distorted geometry.

Element x y z (Å)
C -1.547 1.478 0.674
C -0.506 -1.130 0.544
N 1.658 0.328 -0.987
N 0.414 -1.871 0.088
P -1.508 -0.013 -0.451
H -2.290 1.110 1.492
H -1.760 2.455 0.310
H -0.561 1.438 1.161
H -1.026 -1.631 1.502
H 1.295 1.168 -0.773
H 2.229 0.514 -1.773
H 0.719 -2.755 0.443
H 1.075 -1.441 -0.655
H 2.251 0.064 -0.236
H -0.443 0.286 -1.338

Its total energy is -14497.020 eV. The value obtained for the energy above the lowest of the compared OMol25 structures with the same formula, charge and spin is 54.3 kcal/mol. Its multiplicity is 1. As for the total charge: +1.

(4)
Density functional theory data (ωB97M-V/def2-TZVPD) for one molecule with the formula C3H3ClN2 at a distorted geometry.

Element x y z (Å)
Cl -1.993 0.027 -0.038
C -0.263 0.040 0.183
C 0.704 1.077 0.093
N 1.900 0.534 -0.167
C 1.655 -0.807 -0.065
N 0.341 -1.088 0.013
H 0.444 2.087 -0.101
H 2.750 0.955 0.339
H 2.422 -1.484 0.224

Its total energy is -18661.148 eV. The value obtained for the energy above the lowest of the compared OMol25 structures with the same formula, charge and spin is 19.4 kcal/mol. Its multiplicity is 1. As for the total charge: 0.